Computed, not measured: 7 unconnected molecules or ions with the total composition C32H80NO20P4S2, with ωB97M-V/def2-TZVPD.

Calculated values
Kohn-Sham gap = 8.35 eV
Total charge = +1
Multiplicity = 1

Each atom is followed by the atoms it is bonded to, with distances in Å.
CARTESIAN COORDINATES (ANGSTROEM)
1 N -1.27481 -10.79511 28.70777  H2 1.010, H3 1.010, H4 1.010, H5 1.010
2 H -1.38725 -11.19757 27.78826  N1 1.010
3 H -1.18848 -9.79327 28.61305  N1 1.010
4 H -0.39653 -11.10704 29.09691  N1 1.010
5 H -2.01115 -11.05548 29.34816  N1 1.010
6 C 0.28311 -6.30466 36.61065  C7 1.534, C12 1.530, H13 1.090, H14 1.090
7 C 0.79268 -5.30947 35.56068  C6 1.534, C8 1.521, H15 1.090, H16 1.090
8 C 0.99632 -6.06382 34.25611  C7 1.521, S9 1.797, H17 1.090, H18 1.090
9 S 1.37996 -7.76278 34.69918  C8 1.797, O10 1.468, O11 1.481, C12 1.829
10 O 2.80926 -7.99719 34.46278  S9 1.468
11 O 0.39987 -8.72408 34.14330  S9 1.481
12 C 1.15276 -7.55916 36.50214  C6 1.530, S9 1.829, H19 1.090, H20 1.090
13 H -0.75249 -6.59716 36.43721  C6 1.090
14 H 0.19633 -5.82945 37.58776  C6 1.090
15 H 1.74987 -4.94150 35.93010  C7 1.090
16 H 0.15412 -4.42969 35.48109  C7 1.090
17 H 1.71883 -5.66126 33.54616  C8 1.090
18 H 0.00067 -6.02433 33.81428  C8 1.090
19 H 2.14465 -7.42248 36.93291  C12 1.090
20 H 0.78477 -8.47526 36.96414  C12 1.090
21 C -5.76709 -17.44290 34.25934  C22 1.586, C27 1.550, H28 1.090, H29 1.090
22 C -5.68087 -18.25806 32.90153  C21 1.586, C23 1.553, H30 1.090, H31 1.090
23 C -5.00837 -17.32641 31.85706  C22 1.553, S24 1.903, H32 1.090, H33 1.090
24 S -5.87478 -15.65105 32.11003  C23 1.903, O25 1.473, O26 1.480, C27 1.852
25 O -7.17675 -15.66525 31.42040  S24 1.473
26 O -4.90238 -14.54539 31.96044  S24 1.480
27 C -6.12675 -15.97528 33.91595  C21 1.550, S24 1.852, H34 1.090, H35 1.090
28 H -4.83919 -17.50231 34.82817  C21 1.090
29 H -6.50437 -17.85073 34.95084  C21 1.090
30 H -6.67455 -18.58857 32.59910  C22 1.090
31 H -5.09806 -19.17600 32.97785  C22 1.090
32 H -5.07725 -17.58308 30.79995  C23 1.090
33 H -3.95993 -17.16636 32.10856  C23 1.090
34 H -7.17818 -15.74878 34.09282  C27 1.090
35 H -5.47441 -15.27923 34.44329  C27 1.090
36 C -4.72589 -10.25195 20.06544  C37 1.560, H47 1.090, H48 1.090, H49 1.090
37 C -4.70404 -11.08704 21.38345  C36 1.560, O38 1.437, H50 1.090, H51 1.090
38 O -5.06834 -12.46814 21.22727  C37 1.437, P39 1.638
39 P -4.35091 -13.54028 22.23670  O38 1.638, O40 1.498, O41 1.610, O44 1.606
40 O -3.78311 -12.93860 23.48557  P39 1.498
41 O -5.51789 -14.64005 22.37625  P39 1.610, C42 1.430
42 C -6.06707 -15.07019 23.62489  O41 1.430, C43 1.520, H52 1.090, H53 1.090
43 C -7.54197 -14.71029 23.69396  C42 1.520, H54 1.090, H55 1.090, H56 1.090
44 O -3.24877 -14.27509 21.32950  P39 1.606, C45 1.391
45 C -2.99605 -15.63390 21.49029  O44 1.391, C46 1.572, H57 1.090, H58 1.090
46 C -3.82976 -16.43948 20.42816  C45 1.572, H59 1.090, H60 1.090, H61 1.090
47 H -5.67657 -9.95228 19.62440  C36 1.090
48 H -4.31593 -9.25870 20.24849  C36 1.090
49 H -4.02235 -10.61183 19.31470  C36 1.090
50 H -3.70429 -10.93699 21.79100  C37 1.090
51 H -5.35755 -10.51103 22.03860  C37 1.090
52 H -5.99316 -16.15715 23.65896  C42 1.090
53 H -5.46499 -14.73430 24.46916  C42 1.090
54 H -7.72350 -13.63572 23.71554  C43 1.090
55 H -8.02348 -15.24569 22.87569  C43 1.090
56 H -8.03778 -14.94856 24.63497  C43 1.090
57 H -1.91680 -15.77490 21.43157  C45 1.090
58 H -3.19868 -15.98741 22.50127  C45 1.090
59 H -3.51400 -17.47938 20.51183  C46 1.090
60 H -4.87893 -16.40200 20.72134  C46 1.090
61 H -3.73810 -15.99308 19.43800  C46 1.090
62 C 5.41118 -5.43476 26.32730  C63 1.499, H73 1.090, H74 1.090, H75 1.090
63 C 4.57822 -4.20073 26.15382  C62 1.499, O64 1.431, H76 1.090, H77 1.090
64 O 3.49289 -4.48123 25.26514  C63 1.431, P65 1.630
65 P 1.94877 -4.24736 25.73349  O64 1.630, O66 1.456, O67 1.641, O70 1.609
66 O 1.59786 -5.17848 26.79643  P65 1.456
67 O 1.85580 -2.66205 26.14528  P65 1.641, C68 1.435
68 C 0.56661 -2.22096 26.59414  O67 1.435, C69 1.499, H78 1.090, H79 1.090
69 C 0.91556 -1.03994 27.44927  C68 1.499, H80 1.090, H81 1.090, H82 1.090
70 O 1.10679 -4.36624 24.36703  P65 1.609, C71 1.382
71 C 1.66574 -3.89349 23.19450  O70 1.382, C72 1.506, H83 1.090, H84 1.090
72 C 0.95703 -2.67810 22.65683  C71 1.506, H85 1.090, H86 1.090, H87 1.090
73 H 4.79061 -6.29555 26.57641  C62 1.090
74 H 6.00230 -5.74916 25.46717  C62 1.090
75 H 6.15124 -5.29614 27.11546  C62 1.090
76 H 4.26612 -3.78812 27.11323  C63 1.090
77 H 5.13997 -3.33457 25.80409  C63 1.090
78 H -0.12099 -2.10659 25.75614  C68 1.090
79 H 0.17375 -3.01438 27.22991  C68 1.090
80 H -0.01619 -0.77646 27.94979  C69 1.090
81 H 1.67520 -1.34861 28.16744  C69 1.090
82 H 1.32463 -0.21026 26.87275  C69 1.090
83 H 2.67559 -3.48391 23.17166  C71 1.090
84 H 1.61682 -4.69821 22.46092  C71 1.090
85 H 1.58042 -2.18262 21.91253  C72 1.090
86 H -0.00092 -2.98154 22.23451  C72 1.090
87 H 0.72373 -2.03452 23.50505  C72 1.090
88 C -7.64303 -3.60706 24.49192  C89 1.474, H99 1.090, H100 1.090, H101 1.090
89 C -8.03872 -4.38802 25.67724  C88 1.474, O90 1.406, H102 1.090, H103 1.090
90 O -6.86147 -4.92701 26.22501  C89 1.406, P91 1.611
91 P -6.85634 -5.42124 27.75833  O90 1.611, O92 1.453, O93 1.643, O96 1.644
92 O -5.80411 -6.39476 27.99743  P91 1.453
93 O -8.36836 -5.99725 28.04294  P91 1.643, C94 1.416
94 C -8.81740 -7.25291 27.56532  O93 1.416, C95 1.547, H104 1.090, H105 1.090
95 C -10.35504 -7.10448 27.49140  C94 1.547, H106 1.090, H107 1.090, H108 1.090
96 O -6.72563 -3.96605 28.51299  P91 1.644, C97 1.387
97 C -6.45770 -3.90924 29.87291  O96 1.387, C98 1.585, H109 1.090, H110 1.090
98 C -7.86292 -3.68898 30.57145  C97 1.585, H111 1.090, H112 1.090, H113 1.090
99 H -8.51374 -3.40872 23.86695  C88 1.090
100 H -7.07678 -2.73770 24.82612  C88 1.090
101 H -6.89662 -4.07630 23.85099  C88 1.090
102 H -8.67621 -3.93685 26.43760  C89 1.090
103 H -8.61432 -5.22973 25.29215  C89 1.090
104 H -8.24844 -7.43377 26.65336  C94 1.090
105 H -8.54288 -8.09368 28.20239  C94 1.090
106 H -10.65414 -6.32545 26.79015  C95 1.090
107 H -10.86322 -8.01153 27.16410  C95 1.090
108 H -10.69913 -6.93753 28.51210  C95 1.090
109 H -6.01464 -4.84623 30.21036  C97 1.090
110 H -5.73180 -3.11255 30.03556  C97 1.090
111 H -8.44659 -3.11540 29.85144  C98 1.090
112 H -8.33376 -4.64480 30.80127  C98 1.090
113 H -7.71282 -3.02829 31.42530  C98 1.090
114 C 3.46290 -18.20915 25.24198  C115 1.541, H125 1.090, H126 1.090, H127 1.090
115 C 3.02318 -17.02490 26.12478  C114 1.541, O116 1.408, H128 1.090, H129 1.090
116 O 4.09440 -16.36292 26.75354  C115 1.408, P117 1.661
117 P 3.96290 -14.82171 27.35887  O116 1.661, O118 1.459, O119 1.626, O122 1.650
118 O 3.00642 -14.70318 28.45391  P117 1.459
119 O 3.72071 -13.90100 26.04045  P117 1.626, C120 1.456
120 C 4.39201 -14.18669 24.78009  O119 1.456, C121 1.527, H130 1.090, H131 1.090
121 C 5.03735 -12.87046 24.35284  C120 1.527, H132 1.090, H133 1.090, H134 1.090
122 O 5.48398 -14.31921 27.75473  P117 1.650, C123 1.366
123 C 5.85139 -13.62132 28.86995  O122 1.366, C124 1.469, H135 1.090, H136 1.090
124 C 7.31436 -13.71604 28.95560  C123 1.469, H137 1.090, H138 1.090, H139 1.090
125 H 3.94230 -18.03178 24.27926  C114 1.090
126 H 4.26035 -18.75257 25.74882  C114 1.090
127 H 2.57889 -18.84524 25.28667  C114 1.090
128 H 2.46509 -16.31414 25.51529  C115 1.090
129 H 2.34382 -17.34108 26.91635  C115 1.090
130 H 5.14460 -14.97037 24.86704  C120 1.090
131 H 3.66819 -14.62930 24.09578  C120 1.090
132 H 5.76207 -13.14541 23.58650  C121 1.090
133 H 4.25244 -12.29853 23.85795  C121 1.090
134 H 5.61268 -12.24408 25.03457  C121 1.090
135 H 5.62923 -12.55442 28.84864  C123 1.090
136 H 5.31639 -13.98158 29.74863  C123 1.090
137 H 7.70805 -13.16923 28.09881  C124 1.090
138 H 7.72950 -13.33380 29.88814  C124 1.090
139 H 7.58893 -14.77036 28.92174  C124 1.090

Atom charges from the Löwdin analysis, given in e for atoms 1 to 6: 0.36, 0.16, 0.16, 0.16, 0.16, -0.23